{
  "formula": "C25H55AsBrO4",
  "method": "the ωB97M-V functional and the def2-TZVPD basis",
  "species": ["C", "C", "C", "C", "C", "C", "C", "C", "C", "C", "C", "C", "C", "C", "As", "C", "C", "C", "Br", "H", "H", "H", "H", "H", "H", "H", "H", "H", "H", "H", "H", "H", "H", "H", "H", "H", "H", "H", "H", "H", "H", "H", "H", "H", "H", "H", "H", "H", "H", "H", "H", "H", "H", "H", "H", "H", "H", "H", "O", "C", "O", "C", "C", "C", "H", "H", "H", "H", "H", "H", "H", "H", "O", "C", "O", "C", "C", "C", "H", "H", "H", "H", "H", "H", "H", "H"],
  "positions_angstrom": [[0.016, -4.197, 0.329], [0.636, -2.909, -0.231], [1.902, -2.442, 0.507], [2.983, -1.827, -0.392], [2.982, -0.299, -0.521], [1.638, 0.413, -0.736], [1.663, 1.834, -0.159], [1.378, 1.966, 1.348], [-0.019, 2.513, 1.667], [-1.225, 1.572, 1.536], [-1.065, 0.137, 2.035], [-2.195, -0.764, 1.544], [-3.551, -0.506, 2.192], [-4.642, -1.369, 1.578], [-5.117, -0.798, -0.327], [-5.534, -0.220, -2.251], [-4.809, 1.056, -2.656], [-3.307, 0.854, -2.686], [-2.406, 2.393, -3.522], [-0.780, -3.993, 1.046], [-0.413, -4.804, -0.467], [0.774, -4.805, 0.828], [0.878, -3.064, -1.285], [-0.122, -2.123, -0.216], [1.641, -1.720, 1.289], [2.329, -3.306, 1.023], [3.970, -2.107, -0.008], [2.912, -2.283, -1.383], [3.634, -0.049, -1.364], [3.465, 0.133, 0.362], [0.814, -0.161, -0.308], [1.426, 0.484, -1.806], [0.959, 2.467, -0.708], [2.658, 2.242, -0.363], [1.564, 1.011, 1.849], [2.092, 2.676, 1.772], [-0.004, 2.991, 2.651], [-0.174, 3.329, 0.951], [-2.050, 2.018, 2.097], [-1.563, 1.552, 0.495], [-0.112, -0.283, 1.706], [-1.051, 0.132, 3.133], [-1.935, -1.813, 1.717], [-2.293, -0.641, 0.462], [-3.831, 0.545, 2.055], [-3.456, -0.691, 3.272], [-4.324, -2.416, 1.520], [-5.561, -1.317, 2.170], [-5.941, -2.152, -0.555], [-3.778, -1.535, -0.889], [-4.295, 0.580, -0.091], [-6.462, -0.055, 0.188], [-6.614, -0.056, -2.305], [-5.265, -1.053, -2.910], [-5.135, 1.429, -3.633], [-5.034, 1.836, -1.920], [-3.005, -0.024, -3.247], [-2.890, 0.807, -1.685], [1.695, -6.078, -1.953], [2.788, -6.232, -1.488], [3.359, -5.184, -0.854], [4.608, -5.264, -0.166], [5.782, -5.058, -1.099], [3.551, -7.529, -1.625], [4.685, -6.200, 0.390], [4.560, -4.458, 0.565], [5.846, -5.850, -1.847], [6.714, -5.047, -0.533], [5.680, -4.105, -1.619], [4.089, -7.505, -2.573], [2.827, -8.337, -1.664], [4.264, -7.721, -0.828], [3.127, 6.992, 1.591], [1.994, 7.302, 1.343], [1.030, 6.368, 1.441], [-0.363, 6.667, 1.289], [-0.790, 6.692, -0.163], [1.641, 8.694, 0.867], [-0.610, 7.597, 1.804], [-0.870, 5.861, 1.817], [-0.282, 7.484, -0.714], [-1.865, 6.863, -0.234], [-0.562, 5.740, -0.641], [1.773, 8.723, -0.215], [2.348, 9.387, 1.315], [0.629, 9.010, 1.099]],
  "forces_ev_per_angstrom": [[0.0, 0.1, 0.0], [-0.1, 0.0, 0.0], [0.0, 0.0, 0.0], [0.0, 0.0, -0.1], [0.0, 0.0, 0.0], [0.0, 0.0, 0.0], [0.0, 0.0, -0.1], [0.1, 0.1, -0.1], [0.0, 0.1, -0.2], [0.0, 0.0, 0.1], [-0.1, 0.1, 0.1], [0.0, 0.0, 0.0], [0.0, -0.1, 0.0], [0.1, 0.0, 0.0], [-0.2, -0.1, 0.0], [0.0, 0.1, 0.0], [0.0, 0.0, 0.0], [-0.1, 0.0, 0.2], [0.1, 0.0, 0.0], [0.1, 0.0, 0.1], [0.0, 0.0, 0.0], [0.0, -0.1, 0.0], [0.1, -0.1, 0.0], [0.0, 0.0, 0.0], [0.0, -0.1, 0.1], [0.0, 0.0, 0.0], [0.0, 0.0, 0.0], [0.0, 0.0, 0.0], [0.1, 0.1, 0.1], [-0.1, -0.1, 0.1], [0.0, 0.1, 0.1], [0.0, -0.1, 0.0], [0.0, 0.0, 0.0], [0.0, 0.1, -0.1], [0.0, 0.0, 0.0], [0.0, 0.0, 0.0], [0.0, -0.2, 0.1], [-0.1, 0.1, 0.2], [-0.1, 0.1, -0.2], [0.1, -0.1, 0.0], [0.0, 0.0, 0.0], [0.1, 0.0, 0.0], [0.0, 0.0, 0.0], [0.0, -0.1, 0.0], [0.0, 0.0, 0.1], [0.0, 0.1, 0.0], [0.0, 0.0, -0.1], [-0.1, 0.0, -0.1], [0.0, 0.0, 0.0], [0.1, 0.0, 0.0], [0.1, 0.1, 0.0], [0.0, 0.1, 0.0], [0.0, -0.1, 0.0], [0.0, 0.0, 0.1], [0.0, 0.0, 0.0], [0.0, 0.1, 0.0], [0.0, 0.1, -0.1], [0.0, -0.1, 0.0], [0.0, -0.1, -0.1], [0.0, 0.1, 0.1], [0.0, 0.0, 0.0], [0.0, 0.0, 0.0], [0.0, 0.0, 0.0], [0.0, 0.0, 0.1], [0.0, 0.0, 0.0], [0.0, 0.0, 0.0], [0.0, 0.0, 0.0], [0.0, 0.0, 0.0], [0.0, 0.0, 0.0], [0.0, 0.0, 0.0], [0.0, 0.0, 0.0], [0.0, 0.0, 0.0], [0.0, 0.0, 0.0], [0.0, 0.0, -0.1], [0.1, 0.0, 0.1], [-0.1, 0.0, -0.1], [0.1, 0.0, 0.0], [0.0, 0.0, 0.1], [0.0, 0.0, 0.0], [0.0, 0.0, 0.0], [0.0, 0.0, 0.0], [0.0, 0.0, 0.0], [0.0, 0.0, 0.0], [0.0, 0.0, 0.0], [0.0, 0.0, 0.0], [0.0, 0.0, 0.0]],
  "e_homo_ha": -0.122,
  "multiplicity": 1,
  "e_tot_ha": -6096.17353,
  "total_charge": -1,
  "e_above_lowest_kcal_mol": 0.0
}

***

{
  "formula": "C25H55Cl2N5O28",
  "method": "the ωB97M-V functional and the def2-TZVPD basis",
  "species": ["Cl", "C", "C", "Cl", "H", "H", "H", "H", "C", "N", "O", "O", "H", "H", "H", "C", "N", "O", "O", "H", "H", "H", "C", "N", "O", "O", "H", "H", "H", "C", "N", "O", "O", "H", "H", "H", "C", "N", "O", "O", "H", "H", "H", "C", "O", "C", "O", "O", "C", "H", "H", "H", "H", "H", "H", "C", "O", "C", "O", "O", "C", "H", "H", "H", "H", "H", "H", "C", "O", "C", "O", "O", "C", "H", "H", "H", "H", "H", "H", "C", "O", "C", "O", "O", "C", "H", "H", "H", "H", "H", "H", "C", "O", "C", "O", "O", "C", "H", "H", "H", "H", "H", "H", "C", "O", "C", "O", "O", "C", "H", "H", "H", "H", "H", "H"],
  "positions_angstrom": [[1.445, 2.391, 6.452], [-0.191, 3.021, 6.220], [-1.181, 1.976, 5.674], [-0.797, 1.488, 3.996], [-0.036, 3.996, 5.760], [-0.527, 3.282, 7.224], [-2.137, 2.499, 5.674], [-1.185, 1.073, 6.284], [-4.224, 0.862, -0.845], [-3.418, 1.792, -1.708], [-2.271, 1.483, -1.870], [-3.966, 2.778, -2.185], [-4.352, 1.327, 0.132], [-3.665, -0.051, -0.637], [-5.200, 0.533, -1.203], [2.835, -2.314, 1.244], [3.756, -3.262, 1.898], [3.313, -4.389, 2.120], [4.912, -2.865, 2.045], [3.436, -1.749, 0.531], [2.526, -1.609, 2.016], [1.955, -2.764, 0.785], [-0.143, 0.717, 0.451], [-0.356, -0.534, -0.281], [0.583, -0.988, -0.994], [-1.398, -1.083, -0.140], [-0.973, 1.057, 1.070], [-0.036, 1.473, -0.326], [0.824, 0.650, 0.950], [-2.747, -0.920, 4.649], [-3.555, -0.511, 3.449], [-4.634, 0.015, 3.644], [-3.055, -0.742, 2.326], [-3.016, -1.929, 4.961], [-2.732, -0.219, 5.484], [-1.763, -1.014, 4.191], [-1.442, -0.827, -3.910], [-2.754, -1.342, -3.359], [-3.738, -0.679, -3.589], [-2.813, -2.460, -2.843], [-1.243, -1.261, -4.889], [-0.584, -1.073, -3.285], [-1.539, 0.258, -3.948], [5.680, -4.171, -1.672], [4.943, -2.982, -1.797], [4.575, -2.496, -3.041], [4.800, -3.039, -4.093], [3.780, -1.401, -2.855], [3.010, -0.813, -3.870], [6.652, -4.072, -2.155], [5.287, -5.091, -2.103], [5.727, -4.406, -0.609], [3.634, -0.064, -4.359], [2.121, -0.370, -3.420], [2.591, -1.504, -4.602], [1.513, -4.454, -7.412], [1.002, -3.886, -6.246], [1.348, -4.355, -5.023], [2.236, -5.215, -4.760], [0.681, -3.657, -4.121], [0.945, -3.798, -2.706], [0.956, -5.381, -7.549], [2.573, -4.703, -7.353], [1.247, -3.816, -8.255], [0.466, -2.960, -2.200], [2.011, -3.798, -2.479], [0.458, -4.743, -2.465], [2.679, 2.205, 2.978], [3.528, 1.609, 1.983], [3.375, 1.887, 0.655], [2.461, 2.523, 0.132], [4.342, 1.186, 0.072], [4.663, 1.385, -1.343], [1.847, 1.536, 3.198], [2.334, 3.205, 2.718], [3.199, 2.277, 3.933], [3.822, 1.374, -2.037], [5.286, 0.530, -1.605], [5.240, 2.290, -1.533], [1.434, 8.475, -2.521], [1.126, 7.147, -2.807], [0.967, 6.251, -1.856], [1.095, 6.395, -0.651], [0.413, 5.122, -2.443], [0.315, 3.941, -1.648], [1.682, 9.017, -3.434], [2.343, 8.397, -1.926], [0.652, 8.920, -1.905], [1.012, 3.140, -1.895], [-0.728, 3.626, -1.682], [0.546, 4.102, -0.595], [-5.100, -6.575, 4.070], [-4.685, -6.122, 2.819], [-3.950, -4.988, 2.651], [-3.447, -4.331, 3.513], [-4.005, -4.741, 1.358], [-3.415, -3.702, 0.693], [-5.312, -5.732, 4.728], [-4.365, -7.271, 4.474], [-6.052, -7.073, 3.885], [-2.605, -3.209, 1.229], [-4.131, -2.961, 0.336], [-2.879, -4.025, -0.200], [-0.027, 4.823, 2.083], [-1.254, 4.632, 2.721], [-2.076, 3.795, 2.211], [-2.010, 3.097, 1.171], [-3.159, 3.897, 2.900], [-4.355, 3.175, 2.541], [0.653, 5.196, 2.848], [-0.073, 5.543, 1.266], [0.423, 3.950, 1.610], [-4.130, 2.108, 2.546], [-4.620, 3.546, 1.551], [-5.202, 3.514, 3.137]],
  "forces_ev_per_angstrom": [[0.5, -0.4, -0.1], [-0.1, -0.2, 1.0], [0.8, 1.4, -0.2], [0.0, 0.2, 0.1], [-0.6, -0.4, -0.8], [-0.2, -0.2, 0.1], [-0.2, -0.4, -0.2], [0.0, 0.3, 0.0], [-0.1, -0.7, 1.1], [-2.1, 0.1, -0.1], [1.3, 0.0, -0.3], [0.5, -0.8, 0.5], [0.0, 0.4, -0.2], [0.4, 0.3, -0.4], [0.2, 0.8, -0.7], [-0.1, 1.2, -0.1], [0.3, -0.9, -0.9], [0.9, 1.1, 0.3], [-1.3, -0.8, 0.4], [-0.1, -0.1, -0.1], [-0.1, 0.0, 0.1], [0.4, -0.3, 0.2], [0.8, 1.2, -0.5], [2.0, -0.7, -0.7], [-1.4, 1.1, 1.2], [-1.3, -0.8, -0.1], [0.0, -0.7, -0.1], [0.1, 0.0, 0.0], [-0.2, -0.1, 0.1], [1.2, -0.8, -0.9], [0.3, -0.2, -0.9], [0.4, -0.2, -0.3], [-1.1, 0.5, 2.2], [-0.5, 0.1, -0.1], [-0.6, 0.0, -0.5], [0.1, 0.0, 0.5], [0.3, 0.5, 0.4], [0.1, -1.7, -0.4], [-0.1, 0.6, 0.1], [0.7, 1.2, -0.2], [-0.5, -0.1, 0.1], [-0.5, -0.3, 0.3], [-0.1, -0.2, -0.2], [0.9, -1.1, -0.3], [-1.4, 1.8, -1.2], [-0.9, -1.2, 0.1], [0.1, 0.7, 0.8], [1.1, -1.3, 1.6], [-0.2, 0.1, -0.9], [0.2, 0.2, 0.4], [-0.9, 0.4, -0.5], [0.4, 0.5, 0.0], [-0.3, 0.1, -0.2], [0.3, 0.2, 0.4], [0.5, -0.4, -0.1], [-0.2, -1.5, -0.5], [-0.3, 0.8, 2.0], [3.4, -2.1, 0.6], [-3.2, 2.6, -1.2], [-0.2, 0.9, -0.4], [-0.3, -0.7, -0.6], [0.2, -0.3, -0.3], [0.0, 0.3, 0.0], [0.3, 0.2, 0.3], [0.0, -0.2, -0.3], [0.0, -0.2, -0.2], [0.3, 0.1, 0.6], [-0.3, -0.1, 0.1], [0.0, 0.6, -0.5], [-1.5, -0.1, 0.4], [1.9, -0.8, 1.0], [0.2, 0.6, -1.3], [0.1, -0.4, 0.0], [-0.2, 0.1, -0.4], [0.0, -0.2, -0.3], [0.6, -0.1, -0.4], [-0.4, 0.0, 0.6], [-0.1, 0.1, 0.2], [-0.1, 0.1, 0.5], [1.2, 0.2, 1.5], [-0.6, -1.4, -1.5], [-1.8, -1.3, 1.1], [0.5, 0.2, -1.5], [1.5, 1.2, 0.3], [-0.5, -0.1, 1.2], [-0.5, -0.3, 0.0], [0.1, 0.7, 0.2], [0.0, 0.2, -0.3], [0.0, 0.2, -0.8], [0.1, -0.2, -0.3], [-0.1, 0.5, -0.1], [-0.3, 0.2, 0.6], [0.8, 0.8, -1.6], [-1.2, -0.6, 0.0], [0.4, 0.3, 0.5], [-0.9, -1.8, 0.0], [2.0, 2.0, -1.0], [0.3, -0.1, 0.3], [-0.1, 0.1, 0.3], [0.2, -0.2, 0.1], [-0.4, 0.2, 0.6], [-0.2, 0.0, 0.4], [-0.4, -0.7, -0.1], [1.8, 0.5, -0.8], [1.4, 0.6, 0.6], [-1.8, -2.3, -4.1], [0.8, 1.4, 2.2], [-2.4, 0.1, 2.4], [0.6, 0.6, -1.2], [0.0, 0.0, -0.1], [-0.3, 0.2, 0.2], [-0.4, -0.5, 0.4], [-0.5, 0.1, 0.1], [0.1, -0.5, -0.4], [0.6, -0.3, 0.7]],
  "e_homo_ha": -0.385,
  "multiplicity": 1,
  "smiles": "C[N+](=O)[O-].C[N+](=O)[O-].C[N+](=O)[O-].C[N+](=O)[O-].C[N+](=O)[O-].COC(=O)OC.COC(=O)OC.COC(=O)OC.COC(=O)OC.COC(=O)OC.COC(=O)OC.ClCCCl",
  "e_tot_ha": -4285.94175,
  "e_above_lowest_kcal_mol": 0.0
}

***

{
  "formula": "C25H55MgNO2Si2",
  "method": "the ωB97M-V functional and the def2-TZVPD basis",
  "species": ["O", "O", "C", "C", "H", "H", "H", "H", "H", "C", "C", "H", "H", "H", "H", "H", "C", "C", "C", "H", "H", "H", "H", "H", "C", "H", "H", "H", "H", "H", "H", "Mg", "C", "Si", "H", "H", "C", "C", "C", "C", "Si", "H", "H", "C", "C", "C", "H", "H", "H", "H", "H", "H", "H", "H", "H", "H", "H", "H", "H", "H", "H", "H", "H", "H", "C", "N", "C", "C", "C", "C", "C", "C", "C", "C", "H", "H", "H", "H", "H", "H", "H", "H", "H", "H", "H", "H"],
  "positions_angstrom": [[-1.165, -2.603, -3.572], [-2.393, -0.518, -4.621], [0.159, -3.144, -3.547], [0.699, -3.643, -2.226], [0.809, -2.350, -3.947], [0.152, -3.948, -4.299], [0.852, -2.835, -1.501], [1.677, -4.085, -2.423], [0.066, -4.420, -1.792], [-1.970, -2.624, -2.376], [-3.092, -3.621, -2.508], [-2.380, -1.608, -2.270], [-1.345, -2.806, -1.487], [-3.744, -3.342, -3.340], [-3.679, -3.627, -1.587], [-2.719, -4.637, -2.678], [-3.513, 0.392, -4.579], [-2.229, -1.221, -5.879], [-4.596, -0.088, -3.643], [-3.922, 0.535, -5.597], [-3.109, 1.353, -4.233], [-4.977, -1.074, -3.932], [-5.429, 0.622, -3.684], [-4.245, -0.130, -2.604], [-3.349, -2.190, -6.143], [-1.275, -1.752, -5.801], [-2.141, -0.482, -6.695], [-3.444, -2.888, -5.307], [-3.110, -2.760, -7.047], [-4.296, -1.669, -6.314], [-1.039, -0.505, -3.428], [0.469, 1.386, -1.029], [-0.376, 0.294, -2.863], [0.484, 1.301, -4.242], [-1.112, 0.877, -2.273], [0.303, -0.318, -2.232], [1.444, 0.071, -5.298], [1.578, 2.739, -3.691], [-0.753, 2.170, -5.356], [2.507, 0.678, -1.336], [3.684, 1.462, -0.120], [2.917, 0.714, -2.362], [2.433, -0.403, -1.111], [4.913, 2.531, -1.062], [4.573, 0.092, 0.816], [2.864, 2.533, 1.198], [-0.211, 2.862, -6.019], [-1.468, 2.757, -4.764], [-1.316, 1.468, -5.983], [2.367, -0.251, -4.793], [1.722, 0.548, -6.249], [0.842, -0.823, -5.527], [2.234, 2.560, -2.828], [0.951, 3.616, -3.470], [2.224, 2.989, -4.548], [4.956, -0.661, 0.112], [3.896, -0.411, 1.522], [5.421, 0.495, 1.389], [2.127, 1.970, 1.790], [2.359, 3.412, 0.773], [3.640, 2.895, 1.891], [5.848, 2.639, -0.495], [4.512, 3.538, -1.246], [5.157, 2.077, -2.032], [-2.488, 1.435, -0.117], [-1.304, 2.288, 0.108], [-1.654, 3.683, -0.201], [-0.895, 2.184, 1.551], [-0.273, 0.839, 1.847], [-0.336, 0.313, 3.158], [0.242, -0.932, 3.419], [0.876, -1.633, 2.391], [0.930, -1.093, 1.079], [0.368, 0.144, 0.843], [-2.887, 1.610, -1.125], [-3.283, 1.674, 0.610], [-2.236, 0.374, -0.017], [-2.571, 3.984, 0.335], [-0.834, 4.349, 0.100], [-1.826, 3.793, -1.278], [-0.180, 3.002, 1.756], [-1.775, 2.362, 2.198], [-0.848, 0.892, 3.932], [0.196, -1.350, 4.426], [1.346, -2.596, 2.583], [1.435, -1.652, 0.293]],
  "forces_ev_per_angstrom": [[-0.2, -0.3, 0.9], [-1.1, 0.0, -1.3], [-0.2, 0.1, -0.6], [0.2, 0.0, 0.0], [0.0, -0.2, 0.2], [0.2, 0.0, 0.3], [-0.1, -0.2, -0.1], [0.0, 0.0, 0.0], [0.1, 0.1, 0.0], [0.7, 0.3, -0.3], [-0.1, -0.2, 0.1], [0.1, -0.2, 0.0], [-0.3, 0.0, -0.3], [0.0, -0.1, 0.1], [-0.1, 0.0, 0.0], [0.0, 0.1, 0.0], [0.6, -0.3, -0.4], [0.1, 0.6, 0.5], [-0.3, 0.0, 0.1], [0.2, 0.0, 0.4], [-0.2, -0.1, -0.1], [0.1, 0.2, 0.1], [0.0, -0.1, 0.1], [0.0, -0.1, -0.2], [-0.1, -0.2, -0.2], [-0.2, 0.2, 0.1], [-0.1, -0.2, 0.2], [0.0, 0.1, -0.2], [-0.1, 0.0, 0.1], [0.1, -0.2, 0.1], [1.4, 1.8, 1.1], [0.9, -1.2, 1.6], [-0.9, -1.2, -1.1], [0.2, -0.3, -0.2], [0.0, -0.3, -0.1], [-0.3, 0.4, -0.3], [0.1, 0.0, 0.1], [0.2, 0.1, 0.2], [-0.2, -0.1, -0.1], [0.3, 0.4, -0.4], [-0.4, -0.9, -0.5], [0.1, 0.1, 0.3], [-0.2, 0.4, 0.1], [0.3, 0.2, 0.0], [0.3, 0.1, 0.2], [0.0, 0.1, 0.3], [-0.1, -0.2, 0.2], [0.1, 0.0, -0.2], [0.1, 0.2, 0.2], [-0.2, 0.0, -0.1], [0.0, -0.1, 0.2], [0.2, 0.3, 0.1], [-0.2, 0.0, -0.4], [0.1, 0.0, -0.1], [-0.2, 0.1, 0.2], [-0.1, 0.2, 0.2], [0.1, 0.1, -0.2], [-0.1, -0.2, 0.0], [0.3, 0.1, -0.2], [0.1, 0.0, 0.0], [-0.2, 0.0, -0.1], [-0.2, 0.1, -0.1], [0.1, -0.2, 0.0], [0.0, 0.1, 0.2], [-0.1, -0.1, -0.1], [0.1, 0.3, 0.3], [-0.1, 0.1, 0.1], [0.0, 0.2, -0.3], [-0.1, -0.9, 1.7], [-0.1, 0.3, -0.7], [0.0, 0.2, 0.0], [0.1, 0.1, -0.9], [-0.1, -0.5, 2.0], [-0.5, 1.0, -2.3], [0.1, 0.0, 0.2], [0.2, 0.0, -0.1], [0.1, 0.2, 0.0], [0.2, 0.0, -0.1], [-0.2, -0.2, -0.1], [0.0, 0.0, 0.2], [-0.2, -0.3, -0.2], [0.1, 0.0, -0.2], [0.2, -0.3, 0.0], [0.0, 0.1, -0.3], [-0.2, 0.1, 0.1], [0.0, 0.0, 0.1]],
  "e_homo_ha": -0.246,
  "multiplicity": 1,
  "e_tot_ha": -1969.82301,
  "e_above_lowest_kcal_mol": 38.6
}